Record 1
Formula: C21H62N6O13
Source: the OMol25 dataset
Level of theory: wB97M-V/def2-TZVPD

Results
F_max (hartree/bohr): 0.073
LUMO energy (eV): 0.3

Atoms and positions in Å:
H -18.867 -2.415 -14.438
N -23.839 -0.044 -7.217
H -15.710 0.978 -10.419
C -14.761 0.194 -12.273
H -20.979 1.302 -11.794
H -23.448 -0.819 -7.680
N -23.744 2.641 -10.308
H -17.540 -2.134 -13.281
H -18.863 -2.572 -7.560
O -21.488 2.480 -13.079
H -20.112 4.762 -15.051
H -19.870 -4.259 -11.335
H -23.847 3.544 -6.729
H -25.005 -0.627 -9.163
H -18.609 -4.288 -7.260
C -23.344 6.048 -12.014
H -15.623 -1.736 -11.269
H -22.880 0.557 -11.447
C -16.882 -3.072 -6.826
H -16.680 -3.919 -8.843
C -24.824 0.669 -7.788
H -24.706 7.202 -13.272
H -21.792 7.065 -12.212
O -19.434 -0.113 -5.502
H -18.658 -0.055 -11.378
H -19.126 -0.870 -6.082
H -14.099 -1.188 -13.509
C -24.540 5.296 -7.393
H -23.125 5.017 -6.076
H -25.780 3.793 -7.764
H -15.430 -3.573 -5.725
H -19.654 -0.247 -8.427
H -19.156 -2.033 -11.499
H -18.969 -3.215 -5.889
H -21.855 4.338 -14.785
O -22.224 6.406 -12.776
C -19.478 -2.553 -12.414
C -20.819 3.947 -14.863
H -25.370 6.466 -11.790
H -22.375 1.213 -4.907
H -26.178 5.351 -8.455
H -16.377 -2.150 -8.704
O -14.360 -1.096 -12.606
H -15.208 -3.337 -8.039
H -15.675 0.452 -12.805
H -22.299 4.979 -10.428
H -21.203 -0.766 -4.714
C -16.266 -3.105 -8.196
H -20.081 1.995 -6.224
H -18.216 -4.283 -12.129
N -25.574 -0.011 -8.672
C -21.307 1.248 -5.073
H -21.040 -1.366 -12.173
H -16.751 -2.028 -6.403
H -26.305 0.417 -9.246
H -23.746 5.982 -9.853
N -23.894 4.521 -6.512
H -21.966 2.081 -13.854
C -19.269 -4.057 -12.191
H -24.376 7.930 -11.716
H -18.433 -0.999 -9.565
O -25.791 1.915 -10.948
O -20.711 0.404 -11.381
H -21.292 -0.309 -6.422
C -18.604 -1.962 -13.510
C -24.568 1.767 -10.964
N -23.909 0.686 -11.564
C -20.486 3.337 -13.536
H -20.913 1.599 -4.108
C -18.404 -3.297 -6.831
C -22.908 5.926 -10.562
O -16.336 -3.997 -5.932
C -15.193 0.080 -10.838
O -20.825 -2.251 -12.584
O -16.087 -1.004 -10.763
H -19.563 -4.592 -13.099
H -19.918 2.381 -9.769
H -18.878 2.429 -11.208
H -18.173 1.907 -9.731
H -21.438 3.161 -16.480
H -23.265 0.458 -6.611
H -22.747 2.415 -10.200
O -25.069 1.852 -7.416
H -20.064 -1.355 -9.690
C -24.517 6.943 -12.247
H -20.364 4.131 -12.800
H -23.639 5.039 -12.333
C -19.100 1.883 -10.343
H -14.004 0.953 -12.451
H -14.335 -0.130 -10.155
H -18.812 -0.876 -13.559
H -24.198 3.057 -9.518
C -20.837 -0.098 -5.436
C -19.448 0.425 -10.783
N -25.480 4.644 -8.210
C -19.421 -0.525 -9.482
H -19.567 2.802 -13.672
O -21.001 2.144 -6.099
H -24.333 0.156 -12.260
H -22.300 6.812 -10.327
O -24.336 6.486 -7.432
O -20.788 2.893 -15.839

Record 2
Formula: C21H62NO21S
Source: the OMol25 dataset
Level of theory: wB97M-V/def2-TZVPD

Results
F_max (hartree/bohr): 0.175
Energy relative to the best compared isomer or geometry (same formula, charge and spin) (kcal/mol): 0.0
LUMO energy (eV): 1.3
Charge: -1

Atoms and positions in Å:
H -2.454 -3.186 -3.646
H -0.629 -1.978 -2.561
H 0.218 -2.467 1.239
O 0.863 3.010 -5.851
O -1.962 5.672 -1.895
C -4.288 0.951 1.098
H 1.360 -5.007 2.044
H 0.146 1.772 -3.536
H -1.014 3.809 -3.157
H 1.437 1.227 -6.529
O 1.069 -0.031 -3.961
H 2.097 -4.029 -0.248
H -4.799 1.561 1.916
H -2.845 -4.506 -1.245
C 5.901 -0.977 2.633
H 0.601 -4.146 -1.042
H -0.368 -4.603 1.575
H 2.572 -0.672 2.843
O 2.290 5.097 -1.331
O 2.725 -1.514 -1.041
C 0.112 1.251 3.115
C -2.196 -2.792 -2.667
H -0.624 3.125 -1.656
C 0.302 1.144 -4.496
H -2.734 -3.339 1.995
H -3.587 -0.099 -0.532
H 0.777 1.124 3.886
O -1.798 0.430 -0.775
H 2.452 2.726 -2.083
C -3.105 -2.482 2.296
H 2.301 1.715 -4.972
C -5.190 0.483 -0.002
O 0.050 -0.675 -1.767
H 0.425 1.755 1.408
H -2.432 4.112 -0.911
H 3.563 -0.274 4.112
H 2.162 -1.108 0.960
H -6.140 0.019 0.276
C -2.561 4.345 -1.875
C 2.852 -0.838 0.159
H 1.086 -6.322 -1.222
C 0.561 -4.385 1.198
H 6.174 -0.327 3.597
C 3.530 -0.849 3.217
H -2.111 -0.166 3.682
H 4.938 1.284 3.098
O -3.366 1.915 0.544
O -2.134 2.067 -2.657
H 0.211 0.350 2.600
H -1.419 -1.271 1.757
C -1.301 1.663 3.458
C 4.217 -1.133 0.808
O -1.974 -1.559 2.562
O 2.356 2.777 -0.142
H -3.454 4.297 -2.245
H -2.154 6.172 -2.674
O -1.967 0.539 4.180
C 3.505 4.403 -1.174
H -1.938 1.597 2.677
C -2.899 -3.359 -1.388
C 1.249 1.747 -5.573
H 3.891 2.090 -1.074
O 0.678 2.161 2.162
H 3.483 1.323 1.535
O 0.800 -3.042 1.633
O -4.973 -3.427 3.116
O -0.801 -2.964 -2.634
S -0.472 -0.124 -0.630
H -3.601 -2.674 4.342
H -1.382 2.502 4.190
C -1.496 3.350 -2.370
H -2.303 -1.703 -2.973
H 4.537 -2.279 0.629
O 1.327 -5.917 -0.330
N 4.513 -0.516 2.214
H -5.627 -3.541 3.897
C 3.071 2.903 -1.243
O -0.452 -1.098 0.422
C 1.112 -4.578 -0.184
H -2.244 1.501 -1.912
O 0.472 0.915 -0.310
H -2.762 1.408 -0.092
H -0.659 0.940 -4.861
H -2.421 -2.938 -0.528
H 5.342 1.251 1.261
H 6.647 -0.671 1.983
H 4.941 -0.540 -0.011
O -4.478 -0.348 -0.918
H 1.519 2.132 -0.238
H 4.294 4.493 -2.119
H -3.446 -1.992 1.464
H 3.932 4.688 -0.360
H 5.918 -2.086 2.760
H 1.604 4.739 -0.583
H 1.931 -1.214 -1.529
H 1.259 3.584 -5.253
H -4.542 -1.461 3.825
H -4.382 -2.243 -0.915
H 2.924 0.243 -0.033
H 0.749 -0.144 -3.090
O -4.243 -3.065 -1.387
C 4.559 0.992 2.034
H -3.750 0.366 1.801
H 3.631 -1.877 3.480
H -5.811 1.224 -0.642
C -4.000 -2.415 3.441

Record 3
Formula: C21H63BF4O10
Source: the OMol25 dataset
Level of theory: wB97M-V/def2-TZVPD

Results
F_max (hartree/bohr): 0.202
LUMO energy (eV): -0.6

Atoms and positions in Å:
H 2.894 1.820 -4.308
H -3.535 -0.975 -6.173
O -1.283 -3.817 1.348
H -1.331 -1.682 2.672
H 0.111 5.689 3.753
H -1.372 -2.873 0.945
O -4.536 0.980 -3.457
H -2.614 5.234 1.061
C 4.456 -1.445 1.302
H 1.832 -1.402 0.681
H -0.235 5.000 1.233
H -6.276 -0.534 1.605
H -4.338 1.496 1.706
H 3.814 -3.744 -1.177
H -1.236 -2.238 4.254
F -0.342 0.736 -0.766
O -0.906 3.138 1.602
H -2.697 -0.698 -2.494
C -4.078 -0.125 -5.582
C 4.418 -3.130 -0.405
C 3.775 1.940 -0.111
C 3.123 4.158 0.887
H 5.443 -1.029 0.978
C -3.051 -1.060 -3.472
O 1.794 2.149 1.336
H 2.345 -0.594 3.832
H 4.564 1.738 0.520
B -0.510 -0.181 0.148
F -0.909 -1.468 -0.346
H -1.890 -5.651 2.920
H 4.208 2.625 -0.993
H 1.516 1.318 1.110
H -2.606 0.875 -4.188
H -0.504 -2.708 -1.739
H -2.242 -1.642 -3.958
O 1.717 0.141 -2.646
H 1.320 0.216 -1.780
C -0.995 -5.020 3.300
H 2.025 2.780 -3.193
H 1.800 -0.275 -5.197
H -0.349 -5.567 2.653
C 1.181 0.882 -3.649
F 0.597 -0.375 1.119
H 3.582 -1.177 -0.672
C 3.664 -1.857 0.105
H 4.581 -2.052 2.036
H 1.976 3.189 -0.582
H 4.574 -3.933 0.329
H -1.776 6.297 2.316
H -0.459 4.034 4.119
O -3.561 1.925 1.348
O 1.641 -2.188 4.903
H -5.379 0.522 -3.401
H -4.970 -0.650 -5.404
H 3.784 -0.566 1.703
H 1.526 2.690 -5.042
H -2.603 -2.880 3.391
H 0.271 -0.980 -4.372
H -3.816 -1.799 -3.331
F -1.490 0.257 1.038
C 0.887 0.048 -4.761
H 3.693 4.022 1.777
C 1.450 -0.984 4.187
C -1.559 -2.543 3.292
H -4.080 -1.228 2.717
H -2.596 4.889 2.911
H 0.229 -3.489 2.659
C 1.872 2.244 -4.103
H 1.663 -2.628 -2.867
H 1.312 -3.850 -1.702
H -0.728 -5.019 4.415
C -1.961 5.225 2.017
C 0.077 4.519 3.301
H 3.767 4.673 0.065
H -4.113 0.613 -6.271
H 5.303 -2.590 -0.862
H 1.214 -0.302 5.062
H 3.557 0.922 -0.495
H 1.061 3.979 2.979
C -4.481 -1.075 1.694
H -3.916 2.107 0.462
H -2.502 1.628 1.443
H 2.300 -2.896 4.587
H -3.681 -0.886 0.890
H 1.034 -4.179 -3.654
C -0.668 4.405 2.031
H -0.139 2.765 1.568
H 0.501 0.446 -5.496
H 0.159 1.362 -3.435
C -3.534 0.142 -4.248
H 0.651 -0.962 3.488
O -5.403 -0.040 1.645
O -0.319 -3.082 -2.536
O 2.394 -2.248 0.653
C 1.020 -3.465 -2.734
H -5.052 -1.951 1.417
C 2.606 2.852 0.280
H 2.138 4.747 1.176
C -0.800 -3.687 2.630

Record 4
Formula: C21H64N10O11
Source: the OMol25 dataset
Level of theory: wB97M-V/def2-TZVPD

Results
F_max (hartree/bohr): 0.216
Energy relative to the best compared isomer or geometry (same formula, charge and spin) (kcal/mol): 166.2
LUMO energy (eV): 0.1

Atoms and positions in Å:
N -2.637 21.962 18.489
H -5.482 13.142 22.149
H -7.537 15.363 11.576
H -6.815 15.747 14.608
C -7.702 16.279 12.083
C -6.995 22.438 15.715
H -7.032 17.400 18.365
C -3.171 21.156 17.663
H -3.297 14.999 16.134
O -5.845 22.868 17.693
H -5.178 15.946 18.972
N -8.913 13.724 17.561
H -2.528 19.912 14.988
C -5.665 12.942 21.047
C -5.240 17.298 17.303
H -3.527 15.364 21.369
H -10.278 19.175 21.515
H -3.204 13.685 21.089
C -8.566 18.210 15.039
N -2.849 14.767 17.047
H -5.183 13.947 19.311
N -7.385 15.059 18.138
H -6.793 18.464 17.019
C -7.753 14.229 17.276
C -2.750 18.523 13.514
C -6.564 20.748 17.491
H -3.584 22.786 16.433
C -3.151 19.829 14.140
H -9.237 13.271 16.690
C -6.426 16.736 12.669
O -9.568 20.218 15.457
H -7.276 23.441 15.625
H -2.774 17.197 16.702
H -4.952 12.155 20.810
H -4.368 19.140 15.115
N -6.426 17.719 17.578
H -10.612 18.606 15.401
H -1.677 18.494 13.363
H -5.608 20.316 17.314
H -7.173 20.260 16.766
H -2.984 13.763 17.312
H -6.856 19.140 20.776
H -8.999 17.817 14.139
H -4.089 21.153 15.918
C -6.785 22.216 17.242
H -6.590 15.592 17.805
H -10.047 20.320 14.667
H -6.651 12.639 20.828
H -8.391 16.073 12.881
H -8.190 19.796 21.788
H -7.810 18.965 14.743
O -5.306 18.743 20.029
C -8.631 18.335 20.492
H -7.787 21.929 15.199
C -1.917 15.521 17.510
H -1.996 21.493 19.134
C -5.142 14.238 20.338
H -1.292 17.391 17.591
H -4.043 15.666 17.707
O -4.396 17.797 16.308
O -3.111 19.760 17.765
N -3.645 21.765 16.621
C -3.663 14.546 20.665
H -5.684 17.226 11.136
C -4.025 18.296 20.321
H -10.615 18.956 17.724
N -2.016 16.767 17.220
H -6.803 20.471 18.535
O -4.350 19.878 14.512
H -6.617 15.079 19.885
H -3.038 14.659 19.836
H -6.043 22.363 15.204
O -5.449 16.682 11.905
N -9.835 18.419 20.935
H -9.655 14.071 18.124
C -6.082 15.863 13.886
H -10.355 17.713 20.396
H -2.008 21.193 12.903
H -3.264 18.393 19.535
H -8.056 15.500 18.708
H -5.310 16.305 14.528
H -7.662 22.621 17.773
H -4.136 17.241 20.511
H -3.629 21.008 12.267
H -5.525 18.366 19.138
H -8.832 19.169 17.808
H -3.049 17.734 14.183
H -3.612 18.694 21.260
O -0.948 14.960 18.285
C -9.665 18.696 17.247
H -6.532 17.763 13.038
O -5.916 15.190 20.544
H -8.101 16.946 11.296
C -3.007 21.059 13.156
H -9.495 17.603 17.393
H -8.137 17.428 15.622
N -7.860 19.167 21.026
H -5.746 14.909 13.563
H -5.032 22.507 17.266
O -8.197 17.298 19.693
H -3.381 18.409 12.605
H -2.593 22.942 18.329
N -4.888 16.214 18.034
C -9.623 19.018 15.733
H -3.274 22.005 13.680
O -7.076 13.805 16.203

Number 1: orbital gap 9.659 eV, energy -2143.99188 Eh. Number 2: orbital gap 7.664 eV, energy -2869.83779 Eh. Number 3: orbital gap 8.495 eV, energy -2014.42790 Eh. Number 4: orbital gap 8.717 eV, energy -2213.49240 Eh.